Entry from the OMol25 dataset: C18H40P2SiTc as an isolated structure (the ωB97M-V functional and the def2-TZVPD basis).

The geometry in XYZ format:
```
62
Properties=species:S:1:pos:R:3:mulliken_charge:R:1
P -0.466 0.831 2.269 1.374
P 1.378 -1.575 -0.856 1.023
C -1.162 -0.102 0.370 -0.971
C -0.460 -1.275 -0.315 0.385
H -1.273 0.678 -0.409 -0.847
H -2.076 -0.495 0.823 1.283
H -0.691 -2.203 0.252 0.455
H -0.926 -1.354 -1.327 -0.104
C 1.907 -0.717 -2.370 -1.666
H 2.639 -1.377 -2.874 0.513
H 2.384 0.258 -2.106 0.469
H 1.021 -0.565 -3.004 0.662
C 1.076 -3.387 -1.184 -1.470
H 0.696 -3.451 -2.218 0.476
H 0.312 -3.782 -0.497 0.471
H 1.983 -3.989 -1.091 0.403
C -0.867 2.508 2.719 -1.513
H -0.870 2.669 3.797 0.477
H -1.861 2.704 2.326 0.368
H -0.197 3.249 2.285 0.410
C -1.586 -0.206 3.262 -1.386
H -1.557 -1.262 2.941 0.378
H -2.604 0.189 3.086 0.416
H -1.346 -0.166 4.341 0.461
Tc 0.755 0.399 0.290 -0.833
C -2.008 0.287 -2.484 0.342
C -0.999 1.171 -2.613 -0.401
C -1.241 2.639 -2.844 -0.985
C -2.177 3.323 -1.831 -1.018
C -2.121 2.764 -0.451 -0.091
C -2.953 1.796 -0.007 -0.552
C -3.917 1.023 -0.875 -0.866
C -3.451 0.640 -2.291 -1.326
C 1.097 0.551 3.137 -1.175
H -1.846 -0.775 -2.750 0.949
H 0.036 0.871 -2.768 -0.118
H -1.694 2.774 -3.841 0.305
H -0.270 3.164 -2.875 0.357
H -1.851 4.369 -1.765 0.499
H -3.196 3.335 -2.244 0.327
H -1.362 3.181 0.212 0.255
H -3.019 1.522 1.056 0.890
H -4.856 1.591 -0.977 0.370
H -4.189 0.094 -0.332 0.328
H -4.009 -0.275 -2.556 0.428
H -3.800 1.403 -2.997 0.338
H 1.209 -0.513 3.343 0.261
H 1.200 1.061 4.103 0.475
H 1.815 0.830 2.322 0.341
C 4.235 -0.500 1.659 -1.135
Si 3.047 -1.501 0.657 0.830
C 4.211 -2.174 -0.717 -1.266
C 2.308 -2.875 1.711 -1.156
H 4.527 0.437 1.162 0.373
H 5.126 -1.153 1.728 0.474
H 3.871 -0.289 2.668 0.373
H 5.147 -2.377 -0.192 0.410
H 3.879 -3.085 -1.239 0.391
H 4.425 -1.405 -1.477 0.375
H 3.102 -3.625 1.772 0.475
H 2.127 -2.500 2.726 0.349
H 1.389 -3.361 1.360 0.340
```

As for the multiplicity: 4. The electronic energy is -1762.0131 a.u. The relative energy (zero: lowest compared OMol25 entry of this formula, charge and spin) comes out at 190.64 kJ/mol. As for the orbital gap (alpha / beta): 6.763 / 6.793 eV. The total charge is +2. The calculation puts the LUMO energy (alpha / beta) at -0.26417 / -0.26155 hartree. The expectation value of S² is 3.7740.

Entry from the OMol25 dataset: an isolated ion of composition C5H11N2OS and charge +1 (the ωB97M-V functional and the def2-TZVPD basis).

The geometry in XYZ format:
```
20
Properties=species:S:1:pos:R:3:mulliken_charge:R:1
C -0.955 1.162 -1.503 0.024
C -0.128 -0.170 -1.694 -0.374
C 0.145 0.583 0.552 -0.076
C -0.964 -0.311 1.651 -1.112
C 0.982 -1.710 -0.133 -0.891
N -0.668 1.603 -0.171 -0.122
N 0.666 -0.283 -0.506 0.190
O -1.664 1.650 -2.276 -0.258
S 1.518 1.226 1.572 -0.194
H -0.920 -0.962 -1.573 0.280
H 0.480 -0.190 -2.595 0.401
H -1.306 0.479 2.355 0.408
H -0.375 -1.077 2.239 0.390
H -1.754 -0.592 1.013 0.370
H 1.297 -1.775 0.920 0.342
H 0.100 -2.417 -0.125 0.347
H 1.731 -2.258 -0.660 0.371
H -1.198 2.340 0.294 0.247
H 1.584 0.086 -0.716 0.433
H 1.430 2.616 1.359 0.224
```

As for the multiplicity: 3. The electronic energy is -779.5504 a.u. The relative energy (zero: lowest compared OMol25 entry of this formula, charge and spin) comes out at 223.30 kJ/mol. As for the orbital gap (alpha / beta): 5.895 / 6.479 eV. The total charge is +1. The calculation puts the LUMO energy (alpha / beta) at -0.11288 / -0.26678 hartree. The expectation value of S² is 2.0064.

Entry from the OMol25 dataset: a single C3H6NPS molecule (the ωB97M-V functional and the def2-TZVPD basis).

The geometry in XYZ format:
```
12
Properties=species:S:1:pos:R:3:mulliken_charge:R:1
P -1.772 -0.919 -1.522 -0.112
C -0.818 -0.643 0.027 -0.113
N -0.602 0.835 0.211 -0.506
C 0.554 1.052 0.604 0.024
C 1.629 0.059 0.654 -0.405
S 0.836 -1.432 -0.069 -0.168
H -1.265 0.217 -2.219 0.050
H -2.759 -0.191 -0.940 0.048
H -1.507 -1.149 0.760 0.339
H 0.969 2.063 0.817 0.305
H 2.567 0.329 0.045 0.262
H 2.168 -0.222 1.632 0.275
```

As for the multiplicity: 1. The electronic energy is -912.1435 a.u. The relative energy (zero: lowest compared OMol25 entry of this formula, charge and spin) comes out at 122.11 kJ/mol. As for the orbital gap: 9.524 eV. The calculation puts the LUMO energy at 0.02852 hartree.

Entry from the OMol25 dataset: a single C4H8NOP molecule (the ωB97M-V functional and the def2-TZVPD basis).

The geometry in XYZ format:
```
15
Properties=species:S:1:pos:R:3:mulliken_charge:R:1
C 0.043 1.383 -1.126 0.014
C 1.690 -0.850 -0.920 -1.440
C -1.997 0.276 0.832 -1.262
C 0.616 -0.100 -0.147 0.757
N -0.254 2.200 -1.864 -0.424
O 0.873 0.334 1.110 -0.594
P -0.980 -1.095 0.002 0.098
H 2.620 -0.403 -1.017 0.441
H 1.833 -1.793 -0.418 0.437
H 1.219 -0.995 -2.022 0.325
H -2.837 -0.214 1.255 0.463
H -2.405 1.176 0.324 0.351
H -1.359 0.667 1.553 0.400
H 1.751 0.939 1.193 0.396
H -0.812 -1.524 1.244 0.038
```

As for the multiplicity: 3. The electronic energy is -628.2623 a.u. The relative energy (zero: lowest compared OMol25 entry of this formula, charge and spin) comes out at 451.23 kJ/mol. As for the orbital gap (alpha / beta): 4.890 / 7.743 eV. The calculation puts the LUMO energy (alpha / beta) at 0.01145 / -0.12613 hartree. The expectation value of S² is 2.0042.

Entry from the OMol25 dataset: C25H23FIrN3O4S as an isolated structure (the ωB97M-V functional and the def2-TZVPD basis).

The geometry in XYZ format:
```
58
Properties=species:S:1:pos:R:3:mulliken_charge:R:1
Ir 0.140 -0.517 -0.035 1.183
N 0.241 -0.590 2.074 -0.741
C -0.781 -1.369 2.821 -0.550
C -0.874 -2.776 2.260 -0.990
C -1.647 -2.777 0.951 0.733
O -2.625 -3.463 0.812 -0.572
O -1.194 -1.992 -0.027 -0.402
H 1.149 -0.996 2.293 0.408
H 0.261 0.362 2.441 0.342
H -1.735 -0.856 2.715 0.347
H -0.518 -1.375 3.879 0.470
H -1.390 -3.425 2.962 0.365
H 0.128 -3.187 2.099 0.332
C -5.936 -2.729 -0.766 -1.542
C -4.681 -2.257 -1.436 1.042
C -3.853 -3.153 -2.106 -0.852
C -2.660 -2.738 -2.660 -0.434
C -2.316 -1.397 -2.562 -0.237
C -3.139 -0.465 -1.938 -0.122
C -4.315 -0.910 -1.367 -0.984
S -0.877 -0.860 -3.332 1.335
O -1.078 0.445 -3.891 -0.613
O -0.295 -1.920 -4.098 -0.699
N 0.309 -0.524 -2.060 -0.136
C 1.483 -0.035 -2.524 1.016
C 1.965 -0.052 -3.844 -0.711
C 3.182 0.558 -4.161 -1.039
C 3.933 1.208 -3.217 -0.791
C 3.494 1.264 -1.869 0.599
C 4.180 1.953 -0.853 -0.619
C 3.649 1.990 0.410 -0.973
C 2.455 1.317 0.666 0.232
N 1.808 0.631 -0.260 -0.149
C 2.297 0.619 -1.529 0.159
H -6.176 -3.753 -1.043 0.395
H -6.783 -2.090 -1.020 0.392
H -5.805 -2.696 0.317 0.299
H -4.133 -4.196 -2.161 0.352
H -2.004 -3.432 -3.167 0.487
H -2.857 0.579 -1.902 0.659
H -4.968 -0.206 -0.866 0.458
H 1.412 -0.548 -4.623 0.538
H 3.524 0.521 -5.186 0.433
H 4.865 1.690 -3.483 0.443
H 5.108 2.463 -1.081 0.468
H 4.133 2.527 1.212 0.435
H 2.018 1.349 1.657 0.378
F -2.913 4.808 0.120 -0.332
C -2.240 3.655 0.091 0.176
C -1.497 3.338 -1.028 -0.645
C -0.798 2.143 -1.053 -0.097
C -0.836 1.254 0.029 0.587
C -1.613 1.609 1.137 -0.075
C -2.313 2.805 1.177 -0.889
H -1.476 4.015 -1.872 0.488
H -0.249 1.917 -1.952 0.162
H -1.744 0.950 1.990 -0.027
H -2.919 3.070 2.032 0.511
```

As for the multiplicity: 2. The electronic energy is -2033.8778 a.u. The relative energy (zero: lowest compared OMol25 entry of this formula, charge and spin) comes out at 0.00 kJ/mol. As for the orbital gap (alpha / beta): 7.293 / 5.567 eV. The total charge is +1. The calculation puts the LUMO energy (alpha / beta) at -0.14950 / -0.21244 hartree. The expectation value of S² is 0.8000.

Entry from the OMol25 dataset: C4H8OS2 as an isolated structure (the ωB97M-V functional and the def2-TZVPD basis).

The geometry in XYZ format:
```
15
Properties=species:S:1:pos:R:3:mulliken_charge:R:1
C 1.434 -0.526 0.276 -0.052
C 2.858 -0.144 0.157 -0.053
O 3.496 -0.179 -0.965 -0.526
C 0.773 0.137 1.470 -0.769
S -0.852 -0.225 1.656 -0.149
S -1.548 0.264 -0.963 -0.054
C -2.980 0.464 -2.095 -0.755
H 1.407 -1.635 0.559 0.226
H 0.987 -0.487 -0.704 0.265
H 3.277 0.320 1.093 0.276
H 1.269 0.054 2.361 0.479
H 0.544 1.264 1.290 0.292
H -3.926 0.847 -1.621 0.285
H -2.456 1.371 -2.785 0.255
H -3.184 -0.526 -2.422 0.279
```

As for the multiplicity: 1. The electronic energy is -1028.6486 a.u. The relative energy (zero: lowest compared OMol25 entry of this formula, charge and spin) comes out at 457.94 kJ/mol. As for the orbital gap: 6.211 eV. The calculation puts the LUMO energy at -0.08978 hartree.